Entry 1:
Here is a molecular structure, C10H16FeN2PSe in a non-equilibrium geometry from the Open Molecules 2025 dataset. Energies are from ωB97M-V/def2-TZVPD.

```
31
Properties=species:S:1:pos:R:3:forces:R:3
C 0.8662 0.6308 -3.1453 -0.3 0.0 -0.8
C 0.1384 0.1943 -4.2368 0.6 0.3 -0.6
C -0.3704 -1.1300 -4.3514 -0.5 0.5 -0.1
C -0.1086 -2.0687 -3.3336 0.9 -0.8 0.0
C 0.7716 -1.8243 -2.2567 0.0 -2.7 -1.0
Fe 0.0718 -0.3268 -1.7159 0.2 3.1 0.1
P 0.0906 1.7724 -0.8586 -0.3 1.4 0.6
H 1.4198 1.5887 -3.1836 -0.3 -0.5 -0.2
H -0.0044 0.8482 -5.1142 0.2 -0.2 0.2
H -0.8538 -1.4321 -5.3008 0.0 0.2 0.8
H 1.1986 -2.6577 -1.6817 -0.4 0.1 -0.2
H -0.5611 -3.0594 -3.4679 0.4 0.0 -0.1
H -0.9678 2.3975 -0.1383 0.2 -0.2 0.1
H 0.2782 2.9013 -1.7121 0.0 -0.2 0.1
H 1.1189 2.1407 0.0478 -0.1 -0.1 0.0
C -2.5247 0.8875 2.5316 0.6 -0.1 0.2
N -1.1137 0.5769 2.6789 -1.1 2.1 0.8
C -0.3118 0.9296 3.7690 -0.1 -0.4 -0.3
C 0.8886 0.3234 3.6014 -0.6 -0.2 -0.5
N 0.8188 -0.3887 2.4015 2.7 0.0 0.4
C 1.8542 -1.2714 1.8919 -0.4 0.3 0.3
C -0.4200 -0.2620 1.8398 -1.3 -1.3 -1.4
Se -1.0369 -1.0304 0.2137 -0.6 -1.0 1.4
H -3.1395 0.1248 3.0343 -0.1 0.1 0.1
H -2.7918 0.8571 1.4677 0.2 0.1 0.3
H -2.7267 1.8840 2.9557 0.0 -0.4 -0.1
H -0.6725 1.5684 4.5639 0.1 -0.1 -0.2
H 1.7713 0.3200 4.2201 0.0 0.1 -0.1
H 2.8357 -0.8017 2.0633 -0.3 -0.3 -0.1
H 1.8027 -2.2491 2.3948 0.1 0.0 0.0
H 1.6783 -1.4432 0.8215 0.1 0.2 0.3
```
Positions in Å, forces in eV/Å.

Calculated values
* ⟨S²⟩: 6.07
* relative energy (zero: lowest compared OMol25 entry of this formula, charge and spin): 0.0 kcal per mole
* E_HOMO (alpha / beta): -0.3 / -3.3 eV
* orbital gap (alpha / beta): 3.60 / 6.49 eV
* spin multiplicity: 5
* total charge: -1
* lowest unoccupied orbital energy (alpha / beta): 3.3 / 3.2 eV


Entry 2:
Here is a gas-phase ion, C10H16IN2S (charge +1) in a non-equilibrium geometry from the Open Molecules 2025 dataset. Energies are from ωB97M-V/def2-TZVPD.

```
30
Properties=species:S:1:pos:R:3:forces:R:3
C 0.7157 1.0250 -0.8137 1.7 0.0 1.3
C 0.2646 -0.3560 -1.0295 0.2 -2.7 2.4
C 2.3351 2.5294 0.5164 2.4 1.8 -0.7
C 0.9879 3.0377 0.5911 1.1 -1.8 0.9
C -1.3442 2.4097 -0.4614 0.4 0.4 0.9
C -0.0481 1.8780 0.1669 0.8 1.6 0.1
C 0.4078 -1.2873 -0.0162 -0.7 1.4 -2.8
C -2.1099 1.3877 -1.2758 -1.9 2.0 -0.9
C 1.0128 -3.6922 -0.1900 0.1 -0.3 1.6
C -0.8919 -3.0075 1.1441 -3.0 3.3 1.7
N 0.9010 4.1094 1.2630 -0.1 0.7 -0.3
N -0.0981 -2.6849 -0.0334 1.2 0.7 -2.3
S 2.5310 1.0913 -0.3003 -0.5 -1.5 -0.5
I -3.3306 0.1852 -0.1033 0.0 -0.4 -0.1
H 0.7376 1.5886 -1.6905 -0.2 0.6 -1.9
H -0.1280 -0.5804 -2.0023 -0.5 -0.3 -0.2
H 3.3609 3.1374 0.6295 -2.9 -1.2 0.2
H -1.8941 2.7804 0.4224 -0.4 -0.3 -0.5
H -1.1013 3.3429 -0.9694 -0.1 -0.3 -0.7
H -0.2529 1.3570 1.0895 -0.1 -0.4 0.3
H 1.0049 -1.0786 0.8242 0.4 0.3 1.2
H -2.7445 1.7747 -2.1882 1.7 -0.9 1.7
H 1.7792 -3.4054 -0.9108 -0.6 -0.1 -0.3
H 1.4807 -3.7128 0.7990 0.2 0.0 -0.2
H 0.5221 -4.6713 -0.2928 0.4 0.3 -0.5
H -0.3664 -2.5671 2.0529 -0.2 -1.6 -1.0
H -1.8284 -2.2371 1.1690 1.9 -2.0 -0.5
H -1.2685 -4.0418 1.1269 0.6 0.5 0.3
H -0.0195 4.4394 1.4009 -1.5 0.5 0.2
H -0.6149 -2.7515 -0.9182 -0.5 0.0 0.5
```
Positions in Å, forces in eV/Å.

Calculated values
* E_HOMO (alpha / beta): -11.8 / -10.1 eV
* orbital gap (alpha / beta): 8.58 / 5.78 eV
* spin multiplicity: 1
* total charge: +1
* lowest unoccupied orbital energy (alpha / beta): -3.2 / -4.3 eV


Entry 3:
Here is C10H16N2O2S in the gas phase from the Open Molecules 2025 dataset. Energies are from ωB97M-V/def2-TZVPD.

```
31
Properties=species:S:1:pos:R:3:forces:R:3
C 1.6232 -0.3245 -4.3813 0.0 0.0 0.0
O 1.5164 0.3040 -3.1301 -0.1 0.2 0.0
C 1.8086 -0.5174 -2.0275 0.0 -0.3 0.2
C 0.7320 -1.5607 -1.7112 0.1 0.5 -0.1
C -0.6038 -0.9229 -1.3268 0.0 -0.3 -0.6
N -0.5419 -0.2515 -0.0374 0.1 0.0 0.3
C -0.4976 -1.0083 1.0894 0.0 -0.2 0.3
S -0.5862 -2.6557 1.1197 -0.1 -0.6 0.1
N -0.3887 -0.3470 2.2771 0.0 0.1 0.0
C -0.3420 1.0136 2.3948 -0.1 0.4 -0.6
C -0.1962 1.5765 3.7688 0.0 0.0 0.0
C -0.4398 1.7786 1.2819 0.0 0.0 0.3
C -0.4137 3.2738 1.3251 0.0 -0.1 0.0
C -0.5973 1.1550 -0.0267 -0.1 0.2 0.3
O -0.7727 1.7697 -1.0549 0.1 0.1 -0.1
H 2.6039 -0.8029 -4.5017 0.0 0.0 0.0
H 1.5105 0.4612 -5.1259 0.0 -0.1 -0.1
H 0.8423 -1.0770 -4.5386 0.0 0.0 0.0
H 2.7706 -1.0316 -2.1836 -0.1 0.1 0.0
H 1.9165 0.1719 -1.1849 0.1 -0.1 0.0
H 1.0876 -2.1977 -0.9008 0.0 0.0 -0.1
H 0.5646 -2.1955 -2.5817 0.0 -0.1 0.0
H -1.3792 -1.6919 -1.2762 0.1 0.2 0.0
H -0.8727 -0.1599 -2.0602 0.0 -0.1 0.1
H -0.3593 -0.9363 3.0993 0.0 0.0 -0.2
H -0.1281 0.7864 4.5122 0.0 0.0 0.1
H -1.0487 2.2112 4.0063 0.0 0.0 0.0
H 0.6982 2.1946 3.8280 0.0 0.0 0.0
H -1.2313 3.6612 1.9317 -0.1 0.1 0.0
H -0.5145 3.6533 0.3119 0.0 0.1 0.0
H 0.5227 3.6348 1.7487 0.1 0.1 0.0
```
Positions in Å, forces in eV/Å.

Calculated values
* relative energy (zero: lowest compared OMol25 entry of this formula, charge and spin): 0.0 kcal per mole
* E_HOMO: -8.4 eV
* SMILES: COCCCn1c(=S)[nH]c(C)c(C)c1=O
* orbital gap: 8.88 eV
* spin multiplicity: 1
* lowest unoccupied orbital energy: 0.5 eV


Entry 4:
Here is 2 unconnected molecules or ions with the total composition C10H16N2O6 in a non-equilibrium geometry from the Open Molecules 2025 dataset. Energies are from ωB97M-V/def2-TZVPD.

```
34
Properties=species:S:1:pos:R:3:forces:R:3
C 1.1360 2.5787 -2.8770 -0.1 0.0 -0.1
C 0.1915 2.1759 -1.7798 -0.1 -1.0 0.6
C -0.8269 2.9383 -1.3886 -0.3 0.0 0.0
C 0.4106 0.7931 -1.0879 -0.6 0.3 0.1
C -0.7911 -0.1762 -1.3111 0.6 0.3 -0.1
C -0.5730 -1.5077 -0.6182 0.3 0.3 1.0
C -0.3794 -1.3841 0.9369 1.0 2.7 -1.8
C 0.8380 -0.2233 1.1878 -1.4 0.5 -0.4
C 0.5473 1.0659 0.4226 0.4 -0.3 -0.1
O 0.8787 -0.0280 2.6182 2.1 0.6 -0.6
N 2.2715 0.2646 2.9617 0.9 0.0 -0.1
O 3.0524 0.4607 2.0092 -1.7 -0.3 2.8
O 2.4901 0.2642 4.1553 -0.5 0.1 -2.3
C -1.6148 -0.9702 1.6969 0.1 -0.4 0.2
O 0.4923 -2.1991 1.4189 0.1 -3.5 1.4
O -1.7060 -5.7226 0.1875 1.1 1.1 -0.6
N -1.2059 -4.6904 0.4956 -2.4 0.3 4.9
O -1.4080 -4.0838 1.6220 1.2 -1.6 -4.3
H 1.9065 1.8160 -2.9950 0.0 0.1 -0.2
H 0.5705 2.6726 -3.8105 0.3 0.0 0.0
H 1.6244 3.5386 -2.6723 -0.1 -0.2 0.0
H -1.5286 2.6170 -0.5973 0.4 0.3 -0.6
H -1.0247 3.9020 -1.8662 0.1 -0.3 0.2
H 1.3457 0.2851 -1.4208 -0.6 0.5 -0.1
H -1.6996 0.2864 -0.9191 0.0 0.1 -0.1
H -0.9398 -0.3555 -2.3798 0.0 0.1 0.0
H -1.4283 -2.1460 -0.7684 -0.5 -0.3 -0.1
H 0.2967 -2.0358 -1.0126 0.1 0.1 0.0
H 1.7341 -0.7607 0.8792 -0.1 0.7 -0.2
H 1.4234 1.7210 0.5522 -0.4 0.0 0.2
H -0.3783 1.5617 0.7757 0.7 -0.3 0.1
H -1.9991 -0.0129 1.3281 0.1 -0.2 0.1
H -2.3575 -1.7474 1.4975 -0.1 0.2 0.4
H -1.3486 -0.8980 2.7594 -0.4 -0.1 -0.3
```
Positions in Å, forces in eV/Å.

Calculated values
* relative energy (zero: lowest compared OMol25 entry of this formula, charge and spin): 21.6 kcal per mole
* E_HOMO (alpha / beta): -9.6 / -9.3 eV
* orbital gap (alpha / beta): 8.87 / 6.47 eV
* spin multiplicity: 1
* lowest unoccupied orbital energy (alpha / beta): -0.7 / -2.8 eV


Entry 5:
Here is a molecular structure, C10H16N2OS2 in a non-equilibrium geometry from the Open Molecules 2025 dataset. Energies are from ωB97M-V/def2-TZVPD.

```
31
Properties=species:S:1:pos:R:3:forces:R:3
O 2.2382 2.6575 -0.0464 7.4 7.3 -3.0
C 1.5227 1.8434 0.2556 -7.8 1.1 2.0
N 1.7071 0.6157 0.2630 -4.2 -12.1 1.1
H 0.8357 -0.0926 0.5789 2.4 3.2 -0.6
C 2.7444 -0.3060 -0.4017 3.0 10.5 6.4
C 2.3178 -1.0120 -1.4598 3.2 0.6 -8.9
H 1.6250 -0.4950 -2.0095 -1.2 1.9 -2.0
H 3.2707 -1.1350 -2.1716 -2.0 -0.2 1.3
C 1.6720 -2.1805 -1.0729 -2.7 -3.7 2.7
H 1.9368 -3.0936 -1.6557 -1.2 0.9 0.1
H 0.5877 -1.8686 -0.8769 0.9 -1.4 -1.0
C 2.2422 -2.3444 0.3108 2.6 -6.4 2.8
H 2.9638 -3.5348 0.3192 -2.3 3.4 0.2
H 1.5895 -2.4554 1.2067 -0.1 -0.2 -1.1
C 3.2117 -1.2284 0.5783 1.9 -2.3 6.3
H 3.0853 -0.9264 1.8711 0.5 -0.4 -4.2
H 4.3019 -1.5884 0.5328 -1.6 0.9 -0.4
H 3.4179 0.6028 -0.3546 0.7 -1.4 -2.0
C 0.1073 2.3902 0.7299 -2.6 -3.6 2.1
H -0.0477 3.4141 1.0142 0.8 0.6 -0.4
H -0.2802 1.7916 1.6476 1.3 1.0 -0.9
S -1.4623 1.9801 -0.2181 1.2 2.0 -0.8
C -1.7541 0.3817 0.1390 0.6 -2.1 2.3
N -1.1651 -0.4004 1.0746 1.5 7.8 -4.9
C -1.6973 -1.5582 0.9270 2.1 -9.8 10.1
H -1.9835 -1.6916 2.1896 -0.1 -0.4 -2.7
H -0.9095 -2.6816 1.1011 -1.5 3.4 -1.2
C -2.8025 -1.8543 0.1416 -5.4 -4.2 -2.0
H -2.6269 -2.7701 -0.4811 0.2 1.4 -0.5
H -3.7099 -2.4011 0.7382 1.7 2.1 -1.0
S -3.1877 -0.3180 -0.7074 0.6 0.2 0.1
```
Positions in Å, forces in eV/Å.

Calculated values
* E_HOMO: -8.0 eV
* orbital gap: 8.53 eV
* spin multiplicity: 1
* lowest unoccupied orbital energy: 0.5 eV


Entry 6:
Here is 2 unconnected molecules or ions with the total composition C10H16N3O2 in a non-equilibrium geometry from the Open Molecules 2025 dataset. Energies are from ωB97M-V/def2-TZVPD.

```
31
Properties=species:S:1:pos:R:3:forces:R:3
C -3.6338 0.5448 -0.4076 2.3 -1.6 1.9
C -3.1458 -0.5798 -1.1412 0.1 -0.4 -0.6
C -3.0301 0.9842 0.7104 1.7 -3.7 -1.9
C -2.0458 -1.2799 -0.7684 -1.8 2.0 0.6
C -1.8109 0.2260 1.2050 -0.5 0.1 0.3
C 0.6349 1.2905 -0.9521 -0.5 1.5 0.5
C 1.4661 -0.8208 -1.4035 1.7 -2.9 0.4
C 1.6525 1.4461 0.2168 -1.1 0.4 1.5
C 2.6584 -0.7055 -0.4240 -3.0 -3.1 1.5
C -1.3553 -0.9346 0.3932 0.1 -1.1 1.3
N 0.5353 -0.0369 -1.4697 -2.4 3.3 -1.3
N -0.3876 -1.6893 0.9153 -1.2 0.8 -0.8
N 2.1422 0.1254 0.6951 0.3 -0.1 -1.2
O 0.1289 -2.7793 0.2465 0.2 -1.8 1.3
O 0.2948 -1.1529 1.9097 1.6 -0.7 1.0
H -4.4794 0.9165 -0.7716 -3.3 2.2 -1.3
H -3.6392 -0.8151 -2.1175 0.6 0.2 1.0
H -3.2507 1.8740 1.1315 -0.9 2.6 1.6
H -1.5668 -1.7601 -1.5008 1.6 -2.8 -2.3
H -0.9982 0.9040 1.3147 1.0 1.0 -0.3
H -1.7820 -0.0688 2.2639 -0.8 -0.2 -0.1
H -0.3391 1.6631 -0.6578 -0.5 -0.6 0.7
H 0.6737 2.0530 -1.8049 1.2 -1.2 0.8
H 1.2070 -1.6852 -2.0344 1.3 -0.4 0.6
H 0.1522 -3.6480 0.8555 -0.4 3.0 -1.3
H 2.3737 2.1922 -0.0267 1.4 -0.1 -0.5
H 1.2747 1.8931 1.1779 -0.6 -0.2 -1.1
H 2.8530 -1.7829 0.0011 0.0 2.1 -1.0
H 3.4471 -0.3231 -0.9514 2.5 1.0 -0.9
H 2.7773 0.2436 1.4664 0.8 0.2 -0.1
H 1.2314 -0.7274 1.4828 -1.3 0.4 -0.4
```
Positions in Å, forces in eV/Å.

Calculated values
* relative energy (zero: lowest compared OMol25 entry of this formula, charge and spin): 97.8 kcal per mole
* E_HOMO (alpha / beta): -12.3 / -12.3 eV
* orbital gap (alpha / beta): 8.07 / 8.07 eV
* spin multiplicity: 1
* total charge: +1
* lowest unoccupied orbital energy (alpha / beta): -4.2 / -4.2 eV